(1)
{
  "formula": "C20H41N2O8",
  "method": "wB97M-V/def2-TZVPD",
  "elements": ["O", "N", "O", "C", "C", "C", "O", "C", "C", "N", "H", "H", "H", "H", "H", "H", "H", "H", "H", "H", "H", "C", "C", "O", "C", "H", "H", "H", "H", "H", "H", "C", "C", "O", "C", "H", "H", "H", "H", "H", "H", "C", "C", "O", "C", "H", "H", "H", "H", "H", "H", "C", "C", "O", "C", "H", "H", "H", "H", "H", "H", "C", "C", "O", "C", "H", "H", "H", "H", "H", "H"],
  "xyz": [[7.987, -2.169, 1.758], [7.501, -3.148, 2.101], [6.053, -2.937, 2.384], [5.421, -4.174, 2.686], [4.307, -4.436, 1.673], [3.186, -5.319, 2.181], [2.542, -4.803, 3.329], [2.444, -3.395, 3.456], [2.624, -2.601, 2.168], [3.687, -3.136, 1.242], [6.152, -4.984, 2.624], [5.034, -4.145, 3.705], [4.711, -4.891, 0.767], [2.487, -5.511, 1.363], [3.608, -6.286, 2.461], [1.440, -3.176, 3.822], [3.146, -3.043, 4.216], [1.727, -2.520, 1.564], [2.915, -1.587, 2.440], [4.426, -2.443, 1.104], [3.237, -3.283, 0.336], [-0.835, -0.800, -1.189], [0.040, -1.943, -0.782], [1.136, -1.763, -0.280], [-0.496, -3.332, -1.015], [-0.359, 0.151, -0.969], [-1.064, -0.869, -2.254], [-1.786, -0.842, -0.654], [-0.709, -3.472, -2.076], [-1.441, -3.456, -0.483], [0.218, -4.084, -0.682], [-0.848, 3.921, -0.625], [-2.018, 2.981, -0.733], [-2.043, 1.916, -0.151], [-3.163, 3.440, -1.596], [-0.085, 3.498, 0.026], [-0.428, 4.109, -1.615], [-1.176, 4.878, -0.216], [-2.818, 3.625, -2.615], [-3.563, 4.384, -1.226], [-3.956, 2.698, -1.611], [-1.110, 7.071, 3.499], [-1.247, 7.496, 2.059], [-1.022, 6.733, 1.147], [-1.678, 8.920, 1.814], [-0.797, 6.032, 3.554], [-0.382, 7.706, 4.008], [-2.063, 7.198, 4.018], [-0.967, 9.609, 2.273], [-2.647, 9.102, 2.282], [-1.742, 9.112, 0.747], [-4.266, 7.012, -3.693], [-5.421, 6.045, -3.809], [-5.421, 4.981, -3.236], [-6.574, 6.480, -4.679], [-3.496, 6.601, -3.045], [-3.849, 7.216, -4.681], [-4.616, 7.964, -3.291], [-6.226, 6.669, -5.696], [-6.992, 7.417, -4.305], [-7.343, 5.713, -4.688], [1.818, -8.587, -1.873], [1.196, -7.784, -0.764], [1.835, -6.965, -0.134], [-0.256, -8.045, -0.468], [2.863, -8.318, -1.997], [1.734, -9.652, -1.653], [1.277, -8.413, -2.806], [-0.398, -9.096, -0.207], [-0.857, -7.857, -1.359], [-0.595, -7.415, 0.350]],
  "forces_ev_per_angstrom": [[-0.2, -0.3, 0.2], [0.0, 0.2, -0.1], [0.2, 0.0, -0.1], [0.0, 0.0, 0.1], [0.0, -0.1, 0.0], [0.1, -0.1, 0.0], [0.0, 0.0, 0.0], [0.0, -0.1, -0.1], [-0.1, 0.4, 0.2], [-0.1, 0.0, -0.2], [0.0, 0.0, 0.0], [0.0, 0.1, 0.0], [0.1, 0.1, 0.0], [-0.1, 0.1, 0.1], [0.0, 0.0, 0.0], [0.0, 0.0, 0.0], [0.1, -0.1, 0.0], [0.0, -0.2, 0.1], [0.0, 0.0, -0.1], [0.1, 0.0, 0.1], [0.0, 0.1, 0.0], [0.1, 0.1, 0.0], [-0.1, 0.0, -0.1], [0.2, -0.2, -0.1], [0.1, 0.0, 0.0], [0.0, 0.0, 0.0], [0.0, 0.0, 0.0], [0.0, 0.0, 0.0], [0.0, 0.0, 0.0], [0.0, 0.0, 0.0], [0.0, 0.0, 0.0], [0.0, -0.1, 0.1], [-0.1, 0.1, 0.0], [0.1, 0.0, 0.0], [0.0, -0.1, 0.0], [0.0, 0.0, 0.0], [0.0, 0.0, 0.0], [0.0, 0.0, 0.0], [0.0, 0.0, 0.0], [0.0, 0.0, 0.0], [0.0, 0.0, 0.0], [0.0, 0.0, 0.0], [0.0, 0.0, 0.0], [0.0, 0.0, 0.0], [0.0, 0.0, 0.0], [0.0, 0.0, 0.0], [0.0, 0.0, 0.0], [0.0, 0.0, 0.0], [0.0, 0.0, 0.0], [0.0, 0.0, 0.0], [0.0, 0.0, 0.0], [0.0, 0.0, 0.0], [0.0, 0.0, 0.0], [0.0, 0.0, 0.0], [0.0, 0.0, 0.0], [0.0, 0.0, 0.0], [0.0, 0.0, 0.0], [0.0, 0.0, 0.0], [0.0, 0.0, 0.0], [0.0, 0.0, 0.0], [0.0, 0.0, 0.0], [0.0, 0.0, 0.0], [0.0, 0.0, 0.0], [0.0, 0.1, -0.1], [0.0, 0.0, 0.0], [0.0, 0.0, 0.0], [0.0, 0.0, 0.0], [0.0, 0.0, 0.0], [0.0, 0.0, 0.0], [0.0, 0.0, 0.0], [0.0, 0.0, 0.0]],
  "mulliken_charge": [-0.23, 0.17, -0.33, -0.82, -0.09, -0.57, -0.43, -0.58, -0.33, -0.08, 0.52, 0.34, 0.59, 0.42, 0.48, 0.40, 0.29, 0.07, 0.45, 0.40, 0.41, -1.25, 0.94, -0.62, -0.97, 0.26, 0.38, 0.37, 0.39, 0.34, 0.09, -0.95, 0.87, -0.59, -1.04, 0.29, 0.32, 0.21, 0.32, 0.29, 0.33, -1.09, 0.79, -0.53, -1.10, 0.28, 0.33, 0.33, 0.33, 0.34, 0.28, -0.97, 0.87, -0.51, -1.18, 0.18, 0.33, 0.33, 0.33, 0.32, 0.31, -1.18, 0.81, -0.51, -1.16, 0.29, 0.36, 0.34, 0.40, 0.34, 0.27],
  "homo_lumo_gap_ev": 7.820,
  "fmax_ev_per_a": 0.5,
  "homo_energy_ev": -10.79,
  "total_charge": 1,
  "relative_energy_kcal_mol": 107.0
}

---

(2)
{
  "formula": "C20H41N2OP3V",
  "method": "wB97M-V/def2-TZVPD",
  "elements": ["V", "P", "P", "P", "H", "C", "C", "H", "C", "C", "C", "C", "C", "C", "C", "C", "C", "H", "H", "H", "H", "H", "H", "H", "H", "H", "H", "H", "H", "H", "H", "H", "H", "H", "H", "H", "H", "H", "H", "H", "H", "H", "H", "H", "H", "H", "C", "C", "C", "C", "C", "C", "O", "H", "H", "H", "H", "H", "H", "N", "C", "C", "N", "C", "H", "H", "H", "H"],
  "xyz": [[-0.202, -0.657, 0.065], [-0.029, -2.608, -1.371], [2.055, -0.313, 0.718], [-0.564, 0.583, -2.104], [-2.290, 0.202, 1.649], [-2.334, 0.042, 0.556], [-2.512, -1.250, 0.013], [-2.663, -2.087, 0.698], [-0.380, -4.292, -0.718], [1.700, -2.761, -1.961], [-1.011, -2.788, -2.915], [1.656, 0.332, 2.394], [3.383, -1.551, 1.083], [3.015, 1.041, -0.031], [-2.139, 0.312, -3.039], [0.771, 0.395, -3.354], [-0.692, 2.401, -2.066], [-2.615, 0.927, -0.029], [-2.854, -1.366, -1.021], [-1.304, -4.289, -0.127], [0.448, -4.681, -0.115], [-0.521, -4.950, -1.584], [2.399, -2.763, -1.113], [1.940, -1.926, -2.636], [1.770, -3.715, -2.505], [-2.068, -2.582, -2.706], [-0.914, -3.831, -3.249], [-0.635, -2.132, -3.708], [1.725, 1.430, 2.468], [2.406, -0.123, 3.050], [0.653, 0.070, 2.763], [4.364, -1.054, 1.068], [3.404, -2.345, 0.325], [3.234, -2.014, 2.070], [3.919, 1.221, 0.571], [2.395, 1.949, -0.061], [3.295, 0.763, -1.058], [-2.262, 1.144, -3.739], [-2.995, 0.298, -2.355], [-2.101, -0.615, -3.614], [0.703, 1.236, -4.058], [0.653, -0.545, -3.907], [1.749, 0.433, -2.852], [-0.954, 2.790, -3.060], [0.259, 2.824, -1.727], [-1.478, 2.658, -1.352], [-0.729, 3.647, 1.235], [0.107, 4.135, 2.264], [0.024, 5.500, 2.579], [-0.841, 6.346, 1.881], [-1.609, 5.869, 0.820], [-1.561, 4.509, 0.500], [-0.721, 2.331, 0.817], [-0.179, 1.706, 1.396], [0.822, 3.490, 2.779], [0.638, 5.897, 3.396], [-0.933, 7.394, 2.172], [-2.248, 6.529, 0.235], [-2.145, 4.113, -0.329], [0.198, -3.808, 2.967], [-0.910, -3.225, 3.561], [-1.188, -2.114, 2.819], [-0.291, -2.043, 1.766], [0.533, -3.068, 1.883], [0.641, -4.682, 3.235], [-1.398, -3.629, 4.424], [-1.966, -1.385, 2.989], [1.377, -3.327, 1.256]],
  "forces_ev_per_angstrom": [[-0.8, -0.6, 0.5], [0.5, -1.4, -1.2], [2.2, 0.4, 0.7], [-0.3, 1.0, -1.7], [0.2, -0.2, -0.6], [-2.0, -2.3, -1.0], [-1.1, 2.6, 1.4], [0.5, 0.1, -0.4], [-0.1, 0.1, 0.4], [-0.2, 0.0, 0.0], [0.0, 0.3, 0.0], [-0.2, 0.5, 0.3], [-0.2, -0.4, -0.2], [-0.3, 0.1, -0.4], [0.2, -0.5, 0.1], [-0.1, -0.3, 0.1], [0.2, 0.1, 0.8], [0.6, -0.4, 0.2], [0.3, 0.1, 0.4], [0.2, -0.1, -0.1], [-0.3, 0.1, -0.2], [0.1, 0.2, 0.3], [-0.3, -0.1, -0.5], [0.0, -0.3, 0.2], [0.1, 0.3, 0.1], [0.3, -0.1, -0.2], [0.0, 0.4, 0.1], [-0.2, -0.2, 0.2], [0.3, -0.4, -0.2], [-0.3, 0.2, 0.2], [0.3, -0.2, 0.0], [-0.4, 0.0, 0.0], [0.2, 0.2, 0.3], [0.0, 0.2, -0.3], [-0.3, 0.0, -0.2], [0.2, -0.1, 0.0], [0.1, 0.2, 0.3], [0.1, -0.1, 0.2], [0.1, 0.1, -0.2], [-0.2, 0.2, 0.1], [0.0, -0.3, 0.2], [0.3, 0.3, 0.1], [-0.2, 0.0, -0.3], [0.2, -0.3, 0.2], [-0.3, 0.2, 0.0], [0.3, 0.1, -0.3], [0.6, 1.9, 0.6], [-0.7, 0.1, -0.9], [-0.1, -0.2, 0.1], [0.0, 0.2, 0.1], [0.2, -0.6, 0.2], [0.4, -0.2, 0.4], [1.1, -2.9, 0.6], [-1.0, 2.2, -0.4], [-0.3, 0.1, 0.0], [-0.3, -0.2, -0.4], [0.2, -0.3, -0.1], [0.2, -0.1, 0.3], [0.0, 0.2, 0.3], [-0.3, 0.5, -0.6], [0.5, 0.3, -0.6], [0.0, -0.5, 0.3], [0.2, 0.8, -0.9], [0.0, -0.9, 1.2], [-0.1, 0.2, 0.1], [0.0, -0.1, 0.2], [0.1, -0.1, 0.0], [-0.3, 0.2, 0.1]],
  "nbo_charge": [1.17, 0.89, 0.76, 0.82, 0.25, -0.50, -0.40, 0.26, -0.92, -0.93, -0.92, -0.94, -0.90, -0.91, -0.91, -0.92, -0.90, 0.27, 0.25, 0.26, 0.25, 0.28, 0.24, 0.26, 0.28, 0.25, 0.28, 0.25, 0.28, 0.30, 0.25, 0.29, 0.24, 0.26, 0.29, 0.27, 0.26, 0.28, 0.25, 0.26, 0.29, 0.25, 0.24, 0.27, 0.26, 0.25, 0.34, -0.32, -0.16, -0.19, -0.16, -0.30, -0.73, 0.46, 0.20, 0.25, 0.25, 0.25, 0.21, -0.47, 0.00, -0.11, -0.64, 0.22, 0.47, 0.28, 0.25, 0.24],
  "s2": 2.0375,
  "multiplicity": 3,
  "homo_lumo_gap_ev": [4.123, 4.498],
  "fmax_ev_per_a": 3.2,
  "homo_energy_ev": [-15.67, -15.68],
  "total_charge": 3,
  "relative_energy_kcal_mol": 0.0
}

---

(3)
{
  "formula": "C20H41N2P3ReS",
  "method": "wB97M-V/def2-TZVPD",
  "elements": ["Re", "P", "P", "P", "H", "C", "C", "H", "C", "C", "C", "C", "C", "C", "C", "C", "C", "H", "H", "H", "H", "H", "H", "H", "H", "H", "H", "H", "H", "H", "H", "H", "H", "H", "H", "H", "H", "H", "H", "H", "H", "H", "H", "H", "H", "H", "C", "C", "C", "C", "C", "C", "S", "H", "H", "H", "H", "H", "H", "N", "C", "C", "C", "N", "H", "H", "H", "H"],
  "xyz": [[-1.302, -0.084, 0.444], [-0.422, -2.252, 0.306], [0.546, 0.401, 1.946], [-1.901, -0.454, -1.911], [-0.448, 3.363, -0.893], [-0.453, 2.277, -1.059], [-1.606, 1.721, -0.320], [-1.955, 2.226, 0.603], [1.082, -2.689, -0.676], [0.093, -3.069, 1.885], [-1.626, -3.561, -0.170], [1.008, 2.073, 2.533], [0.231, -0.345, 3.619], [2.271, -0.258, 1.673], [-2.158, 0.851, -3.244], [-3.650, -1.057, -1.812], [-1.027, -1.558, -3.140], [-0.536, 2.094, -2.140], [-2.397, 1.774, -1.118], [1.292, -3.760, -0.540], [1.945, -2.115, -0.317], [0.958, -2.495, -1.746], [0.087, -4.157, 1.727], [-0.608, -2.851, 2.701], [1.103, -2.774, 2.189], [-1.196, -4.545, 0.055], [-1.878, -3.550, -1.234], [-2.548, -3.467, 0.418], [1.062, 2.102, 3.628], [0.278, 2.823, 2.220], [1.990, 2.353, 2.148], [0.920, -1.180, 3.780], [-0.793, -0.700, 3.783], [0.423, 0.390, 4.408], [2.899, 0.266, 2.397], [2.704, -0.067, 0.685], [2.361, -1.325, 1.880], [-2.875, 0.583, -4.040], [-1.163, 1.038, -3.675], [-2.559, 1.801, -2.875], [-4.130, -1.139, -2.806], [-4.268, -0.377, -1.202], [-3.651, -2.040, -1.321], [-1.494, -1.541, -4.143], [-0.981, -2.600, -2.819], [0.006, -1.209, -3.284], [3.462, 2.425, -1.770], [3.925, 1.526, -2.739], [5.301, 1.319, -2.842], [6.175, 2.008, -2.000], [5.676, 2.864, -0.998], [4.286, 3.055, -0.848], [1.756, 1.994, -1.032], [1.578, 1.527, -2.320], [3.266, 0.857, -3.290], [5.613, 0.533, -3.544], [7.246, 1.797, -2.145], [6.423, 3.317, -0.335], [3.816, 3.523, 0.016], [-3.306, 1.299, 2.342], [-4.175, 1.003, 3.341], [-4.379, -0.362, 3.322], [-3.579, -0.898, 2.302], [-2.842, 0.140, 1.749], [-2.889, 2.233, 2.236], [-4.582, 1.750, 3.989], [-5.036, -0.894, 3.985], [-3.368, -1.934, 2.039]],
  "forces_ev_per_angstrom": [[-1.2, -1.5, 2.5], [1.4, -3.4, -0.6], [1.7, -0.2, 1.5], [-0.8, -0.7, -4.0], [0.7, -0.3, 0.0], [-2.0, 1.9, -0.2], [-0.5, 1.9, -1.8], [0.6, 0.3, -0.6], [-0.1, 0.4, -0.2], [-0.1, 0.6, 0.6], [-0.3, 0.2, -0.3], [-0.5, 0.8, -0.6], [-0.5, -0.5, 0.2], [-0.1, -0.1, -0.4], [0.3, 1.0, 0.6], [0.0, -0.3, 1.0], [0.2, -0.5, 0.4], [0.4, 0.0, 0.6], [0.1, 0.0, 1.2], [-0.2, 0.3, 0.0], [-0.2, -0.1, -0.1], [0.0, -0.1, 0.3], [0.0, 0.4, -0.1], [0.2, -0.1, -0.1], [-0.4, -0.1, -0.1], [0.0, 0.3, -0.1], [-0.1, 0.0, 0.2], [0.1, 0.0, -0.1], [0.0, -0.1, -0.4], [0.1, 0.1, 0.0], [-0.2, 0.0, -0.1], [-0.2, 0.1, -0.1], [0.2, 0.0, -0.1], [0.0, -0.1, -0.3], [-0.1, 0.0, 0.1], [-0.3, 0.1, 0.2], [-0.1, 0.2, 0.0], [0.4, -0.7, 0.5], [-0.5, 0.0, -0.2], [0.2, -0.1, -0.1], [0.6, 0.1, 0.3], [0.2, -0.1, -0.2], [-0.2, 0.2, -0.2], [-0.2, 0.2, 0.7], [0.0, 0.1, -0.1], [-0.3, 0.0, 0.2], [-1.8, -1.4, 2.3], [1.9, -0.8, -0.9], [-2.2, -0.8, -1.0], [0.8, -0.4, -0.6], [-1.0, 1.1, 1.0], [2.5, 0.2, 0.3], [2.0, 0.2, -2.8], [-0.6, 0.1, 1.1], [0.0, 0.5, -0.1], [0.3, 0.6, 0.4], [-0.5, 0.4, 0.4], [-0.6, -0.1, 0.0], [0.5, 0.4, -0.3], [-0.2, -0.2, 1.5], [0.9, -0.2, -1.5], [0.2, -1.1, -0.6], [0.2, 1.5, 1.3], [-0.2, 0.3, -0.1], [-0.1, -0.8, -0.2], [-0.2, 0.4, 0.1], [-0.1, -0.2, 0.0], [-0.3, 0.4, -0.1]],
  "nbo_charge": [0.57, 1.02, 1.06, 1.01, 0.26, -0.41, -0.66, 0.22, -0.92, -0.91, -0.94, -0.94, -0.92, -0.92, -0.91, -0.93, -0.92, 0.23, 0.25, 0.29, 0.25, 0.25, 0.29, 0.25, 0.25, 0.29, 0.25, 0.25, 0.29, 0.25, 0.26, 0.27, 0.25, 0.28, 0.28, 0.25, 0.25, 0.31, 0.24, 0.25, 0.31, 0.27, 0.26, 0.30, 0.25, 0.25, 0.09, -0.20, -0.17, 0.04, -0.12, -0.23, 0.16, 0.15, 0.24, 0.28, 0.28, 0.28, 0.26, -0.32, 0.13, -0.27, 0.06, -0.41, 0.45, 0.29, 0.30, 0.26],
  "s2": 3.8066,
  "multiplicity": 4,
  "homo_lumo_gap_ev": [5.400, 5.786],
  "fmax_ev_per_a": 4.2,
  "homo_energy_ev": [-19.36, -20.52],
  "total_charge": 4,
  "relative_energy_kcal_mol": 75.1
}